Run 1
This record from OMol25 describes a molecular structure, C48H40CdCl2N7O4PS. The level of theory is ωB97M-V with the def2-TZVPD basis set.

Summary:
Charge ... 0
Molar mass ... 1025.25 g/mol

Geometry (Å):
Cd (-0.36, -0.12, 2.26)
Cl (4.71, 3.66, 5.14)
C (3.59, 2.37, 4.85)
C (2.44, 2.64, 4.13)
C (1.53, 1.63, 3.84)
N (0.41, 1.80, 3.02)
C (-0.12, 2.96, 2.67)
O (0.17, 4.10, 3.03)
C (-1.27, 2.82, 1.66)
C (-1.74, 3.98, 1.05)
C (-2.77, 3.90, 0.15)
C (-3.34, 2.66, -0.11)
C (-2.83, 1.55, 0.53)
N (-1.79, 1.62, 1.37)
C (1.77, 0.33, 4.33)
C (2.91, 0.08, 5.08)
C (3.83, 1.09, 5.32)
Cl (5.28, 0.70, 6.19)
N (0.85, -0.69, 4.00)
C (0.37, -1.49, 4.96)
O (0.78, -1.66, 6.11)
C (-0.89, -2.25, 4.55)
C (-1.36, -3.25, 5.39)
C (-2.52, -3.92, 5.06)
C (-3.20, -3.56, 3.90)
C (-2.67, -2.55, 3.12)
N (-1.54, -1.90, 3.43)
H (2.23, 3.65, 3.81)
H (-1.26, 4.91, 1.33)
H (-3.14, 4.79, -0.35)
H (-4.18, 2.55, -0.79)
H (-3.24, 0.56, 0.37)
H (3.10, -0.91, 5.46)
H (-0.79, -3.46, 6.28)
H (-2.90, -4.70, 5.70)
H (-4.11, -4.05, 3.61)
H (-3.18, -2.23, 2.22)
O (0.92, -3.10, 2.10)
N (1.40, -2.22, 1.14)
C (1.33, -2.70, -0.03)
C (1.80, -1.96, -1.21)
C (2.00, -2.71, -2.37)
C (2.59, -2.15, -3.50)
C (3.01, -0.83, -3.45)
C (2.79, -0.07, -2.31)
C (2.15, -0.60, -1.20)
P (1.77, 0.46, 0.27)
C (3.43, 0.53, 1.05)
C (3.74, -0.35, 2.09)
C (4.99, -0.34, 2.68)
C (5.97, 0.54, 2.24)
C (5.68, 1.42, 1.20)
C (4.42, 1.41, 0.62)
C (1.60, 2.15, -0.41)
C (1.05, 2.43, -1.66)
C (0.80, 3.74, -2.05)
C (1.09, 4.79, -1.19)
C (1.63, 4.52, 0.06)
C (1.89, 3.21, 0.44)
H (1.02, -2.59, 2.92)
H (0.96, -3.72, -0.18)
H (1.70, -3.75, -2.39)
H (2.73, -2.75, -4.39)
H (3.52, -0.39, -4.30)
H (3.12, 0.96, -2.30)
H (2.97, -1.02, 2.46)
H (5.20, -1.02, 3.50)
H (6.94, 0.56, 2.72)
H (6.42, 2.12, 0.86)
H (4.22, 2.12, -0.18)
H (0.83, 1.62, -2.35)
H (0.38, 3.93, -3.03)
H (0.89, 5.81, -1.49)
H (1.85, 5.32, 0.75)
H (2.32, 3.03, 1.41)
C (-3.31, 1.26, -4.29)
C (-1.85, 1.33, -3.86)
C (-1.28, -0.03, -3.48)
N (-1.92, -0.49, -2.25)
C (-1.79, -1.67, -1.65)
S (-2.03, -1.90, 0.00)
N (-1.44, -2.77, -2.40)
C (-1.82, -3.24, -3.67)
O (-1.12, -4.06, -4.21)
C (-3.14, -2.84, -4.22)
C (-3.30, -2.77, -5.60)
C (-4.54, -2.50, -6.15)
C (-5.64, -2.32, -5.31)
C (-5.49, -2.41, -3.93)
C (-4.24, -2.66, -3.39)
H (-3.71, 2.26, -4.46)
H (-3.92, 0.78, -3.52)
H (-3.42, 0.68, -5.21)
H (-1.73, 2.01, -3.02)
H (-1.24, 1.73, -4.67)
H (-0.19, 0.01, -3.33)
H (-1.47, -0.73, -4.29)
H (-2.17, 0.25, -1.60)
H (-0.92, -3.46, -1.88)
H (-2.44, -2.95, -6.24)
H (-4.66, -2.44, -7.22)
H (-6.61, -2.12, -5.74)
H (-6.35, -2.28, -3.29)
H (-4.13, -2.74, -2.31)



Run 2
This record from OMol25 describes a molecular structure, C48H40CdCl2N7O4PS. The level of theory is ωB97M-V with the def2-TZVPD basis set.

Summary:
Charge ... 0
Molar mass ... 1025.25 g/mol

Geometry (Å):
Cd (1.65, -0.81, -0.81)
Cl (6.08, 4.09, 0.88)
C (5.45, 2.50, 0.57)
C (4.44, 2.36, -0.36)
C (3.89, 1.11, -0.65)
N (2.80, 0.92, -1.52)
C (2.60, 1.77, -2.52)
O (3.32, 2.69, -2.90)
C (1.27, 1.64, -3.28)
C (0.95, 2.71, -4.11)
C (-0.26, 2.72, -4.78)
C (-1.13, 1.65, -4.59)
C (-0.72, 0.62, -3.76)
N (0.46, 0.59, -3.13)
C (4.38, -0.02, 0.05)
C (5.41, 0.14, 0.98)
C (5.94, 1.39, 1.24)
Cl (7.22, 1.53, 2.41)
N (3.73, -1.23, -0.20)
C (4.27, -2.42, 0.05)
O (5.39, -2.69, 0.51)
C (3.37, -3.59, -0.31)
C (3.82, -4.86, 0.00)
C (3.04, -5.96, -0.33)
C (1.84, -5.74, -0.99)
C (1.47, -4.43, -1.27)
N (2.20, -3.37, -0.92)
H (4.08, 3.23, -0.89)
H (1.67, 3.51, -4.20)
H (-0.53, 3.54, -5.43)
H (-2.10, 1.60, -5.07)
H (-1.37, -0.24, -3.61)
H (5.81, -0.73, 1.48)
H (4.77, -4.95, 0.50)
H (3.37, -6.96, -0.09)
H (1.21, -6.56, -1.30)
H (0.56, -4.24, -1.81)
O (-0.18, -2.18, -2.88)
N (-0.39, -1.90, -1.54)
C (-1.30, -2.65, -1.06)
C (-1.80, -2.70, 0.32)
C (-3.01, -3.41, 0.42)
C (-3.65, -3.59, 1.64)
C (-3.07, -3.08, 2.78)
C (-1.87, -2.38, 2.70)
C (-1.22, -2.17, 1.48)
P (0.37, -1.25, 1.55)
C (1.49, -2.42, 2.38)
C (1.14, -3.74, 2.67)
C (2.07, -4.60, 3.24)
C (3.35, -4.15, 3.53)
C (3.71, -2.84, 3.24)
C (2.79, -1.98, 2.66)
C (-0.04, 0.01, 2.81)
C (0.80, 0.33, 3.87)
C (0.45, 1.32, 4.78)
C (-0.76, 1.99, 4.65)
C (-1.61, 1.67, 3.60)
C (-1.25, 0.70, 2.68)
H (0.37, -1.42, -3.17)
H (-1.79, -3.32, -1.77)
H (-3.45, -3.82, -0.48)
H (-4.58, -4.13, 1.68)
H (-3.54, -3.21, 3.75)
H (-1.43, -1.99, 3.60)
H (0.14, -4.10, 2.44)
H (1.79, -5.62, 3.45)
H (4.07, -4.82, 3.97)
H (4.71, -2.49, 3.42)
H (3.10, -0.98, 2.39)
H (1.74, -0.20, 4.00)
H (1.12, 1.55, 5.59)
H (-1.04, 2.75, 5.37)
H (-2.57, 2.18, 3.50)
H (-1.92, 0.46, 1.86)
C (-3.41, 6.49, -2.26)
C (-2.26, 5.61, -1.79)
C (-2.57, 4.13, -2.02)
N (-1.48, 3.26, -1.61)
C (-1.10, 3.00, -0.35)
S (0.44, 2.59, 0.07)
N (-2.08, 3.14, 0.64)
C (-3.37, 2.64, 0.73)
O (-4.06, 2.94, 1.68)
C (-3.88, 1.68, -0.30)
C (-3.09, 0.70, -0.90)
C (-3.67, -0.21, -1.77)
C (-5.02, -0.14, -2.06)
C (-5.81, 0.83, -1.47)
C (-5.25, 1.73, -0.58)
H (-3.19, 7.55, -2.09)
H (-4.33, 6.25, -1.73)
H (-3.60, 6.36, -3.33)
H (-2.07, 5.77, -0.73)
H (-1.34, 5.86, -2.32)
H (-2.74, 3.94, -3.08)
H (-3.50, 3.85, -1.51)
H (-0.73, 3.14, -2.27)
H (-1.70, 3.39, 1.54)
H (-2.03, 0.64, -0.68)
H (-3.05, -0.98, -2.22)
H (-5.46, -0.85, -2.75)
H (-6.87, 0.88, -1.69)
H (-5.85, 2.47, -0.08)



Quick one: most stable of them? run 1



Run 1
This record from OMol25 describes C2H5N3O3 in the gas phase. The level of theory is ωB97M-V with the def2-TZVPD basis set.

Summary:
Charge ... 0
SMILES string ... O=C(NO)N/C=N\O
Molar mass ... 119.08 g/mol

Geometry (Å):
O (-1.18, 1.86, 0.13)
C (-1.16, 0.66, 0.04)
N (-2.15, -0.35, -0.09)
O (-1.66, -1.69, -0.17)
N (0.15, -0.04, 0.08)
C (1.20, 0.81, -0.17)
N (2.40, 0.35, -0.11)
O (2.45, -0.96, 0.23)
H (-3.06, -0.21, 0.33)
H (-1.34, -1.92, 0.79)
H (0.21, -0.96, -0.29)
H (0.85, 1.85, -0.42)
H (3.44, -0.93, -0.37)



Run 2
This record from OMol25 describes 2 unconnected molecules or ions with the total composition C2H5N3O3. The level of theory is ωB97M-V with the def2-TZVPD basis set.

Summary:
Charge ... 0
Molar mass ... 119.08 g/mol

Geometry (Å):
C (-0.40, 0.49, 0.03)
C (2.15, 0.69, -0.13)
H (-2.72, 0.66, 0.61)
H (-3.16, -0.46, -0.98)
H (-1.13, -1.55, -0.14)
H (2.29, -1.21, 0.93)
H (2.30, 1.90, -0.33)
N (-2.76, -0.42, 0.12)
N (-1.34, -0.49, -0.16)
N (0.95, 0.04, -0.07)
O (-0.72, 1.63, 0.09)
O (1.31, -1.30, 0.03)
O (3.23, 0.01, 0.01)



Quick one: most stable of them? run 1



Run 1
This record from OMol25 describes a gas-phase ion, C2H6O2P (charge +1). The level of theory is ωB97M-V with the def2-TZVPD basis set.

Summary:
Charge ... +1
Molar mass ... 93.04 g/mol

Geometry (Å):
C (0.35, 1.49, 0.01)
C (0.43, -1.50, 0.01)
O (-1.93, 0.06, -0.76)
O (-1.90, 0.04, 0.75)
P (-0.56, -0.01, -0.03)
H (-0.33, 2.34, -0.02)
H (1.16, 1.43, -0.85)
H (0.83, 1.64, 0.89)
H (-0.29, -2.44, 0.03)
H (1.18, -1.49, 0.78)
H (1.05, -1.57, -0.81)



Run 2
This record from OMol25 describes 2 unconnected molecules or ions with the total composition C2H6O2P. The level of theory is ωB97M-V with the def2-TZVPD basis set.

Summary:
Charge ... +1
Molar mass ... 93.04 g/mol

Geometry (Å):
C (-2.08, -1.54, -2.00)
C (2.19, 1.61, 2.30)
O (-1.12, -0.66, -1.44)
O (0.27, 1.32, -0.44)
P (-0.69, 0.92, -1.43)
H (-2.91, -0.89, -2.30)
H (-2.40, -2.25, -1.31)
H (-1.60, -2.17, -2.74)
H (1.99, 2.39, 3.12)
H (2.07, 0.63, 2.61)
H (2.30, 1.97, 1.26)



Quick one: most stable of them? run 1